Entry 1:
12
Properties=species:S:1:pos:R:3 method="wB97M-V/def2-TZVPD" gap_ev=11.2 spin_multiplicity=1 e_lumo_ev=0.861 e_tot_ha=-397.738409 relative_energy_kj_mol=258.0
O 0.419 -0.488 -1.218
O 1.372 1.125 0.010
O 0.825 -0.935 0.728
N -1.547 -0.915 0.215
C 1.482 -0.240 -0.320
C -0.301 -0.345 0.046
C -0.029 1.148 0.333
H -1.656 -1.775 -0.311
H -2.320 -0.280 0.059
H -0.169 1.415 1.382
H -0.570 1.825 -0.334
H 2.495 -0.534 -0.589

Entry 2:
12
Properties=species:S:1:pos:R:3 method="wB97M-V/def2-TZVPD" smiles="C[C@]1([N+](=O)[O-])CO1" gap_ev=10.5 spin_multiplicity=1 e_lumo_ev=-0.266 e_tot_ha=-397.613320 relative_energy_kj_mol=586.5
O -2.215 -0.541 -0.298
O 1.224 -0.141 -0.815
O -0.790 -1.837 -1.248
N -1.059 -0.831 -0.601
C -0.425 1.407 0.263
C 0.037 0.050 -0.172
C 1.273 -0.833 0.445
H -1.573 1.501 0.508
H 1.227 -1.924 0.368
H -0.078 2.063 -0.536
H 2.133 -0.547 0.974
H 0.245 1.632 1.111

Entry 3:
12
Properties=species:S:1:pos:R:3 method="wB97M-V/def2-TZVPD" gap_ev="8.6 / 8.1" spin_multiplicity=1 e_lumo_ev="-0.832 / -1.344" e_tot_ha=-397.507948 relative_energy_kj_mol=863.1
O 0.192 -0.943 1.446
O -1.009 -2.351 -0.698
O -1.776 -0.441 -1.380
N -1.095 -1.140 -0.649
C 1.454 0.886 -1.011
C -0.286 -0.463 0.281
C -0.555 0.273 1.502
H -1.518 0.202 1.995
H 0.752 1.197 -1.757
H 0.021 1.163 1.724
H 1.726 1.565 -0.230
H 2.094 0.054 -1.222

Entry 4:
13
Properties=species:S:1:pos:R:3 method="wB97M-V/def2-TZVPD" gap_ev=9.1 spin_multiplicity=1 e_lumo_ev=-0.550 e_tot_ha=-795.909399 relative_energy_kj_mol=229.6
S 2.401 -0.226 0.076
O 0.394 1.902 0.265
O -1.732 1.445 -0.301
O -2.244 -1.146 0.797
N 0.863 -1.049 -0.200
C -0.196 -0.390 -0.391
C -0.605 1.034 -0.207
C -1.409 -1.328 -0.415
H -1.045 -2.311 -0.250
H 3.178 -1.476 0.570
H -2.058 -1.414 -1.311
H -2.487 -0.115 0.748
H -0.128 2.776 0.401

Entry 5:
13
Properties=species:S:1:pos:R:3 method="wB97M-V/def2-TZVPD" smiles="O/N=C/OCOC=S" gap_ev=9.6 spin_multiplicity=1 e_lumo_ev=0.473 e_tot_ha=-795.874046 relative_energy_kj_mol=322.4
S 3.388 0.030 0.551
O -0.802 -1.235 -0.068
O -2.296 1.611 -1.342
O 0.831 -0.187 1.056
N -1.322 0.821 -0.822
C 2.074 0.134 1.431
C 0.573 -0.932 -0.129
C -1.723 -0.316 -0.434
H -1.959 2.519 -1.481
H 2.037 0.441 2.504
H 1.141 -1.889 -0.031
H -2.737 -0.641 -0.264
H 0.796 -0.357 -0.971

Entry 6:
13
Properties=species:S:1:pos:R:3 method="wB97M-V/def2-TZVPD" smiles="O=C(O)/C(CO)=N/O" gap_ev=10.4 spin_multiplicity=1 e_lumo_ev=-0.027 e_tot_ha=-472.924175 relative_energy_kj_mol=381.4
O -2.510 0.282 0.529
O 1.058 1.519 -1.112
O 1.779 -0.046 0.808
O -1.671 -1.791 0.531
N -0.226 1.164 -0.516
C -1.512 -0.624 0.328
C -0.204 -0.109 -0.270
C 1.057 -0.862 -0.099
H 1.604 -0.847 -1.070
H 1.071 2.464 -1.529
H -2.982 -0.243 1.428
H 0.813 -1.836 0.348
H 1.722 0.930 0.622

Entry 7:
13
Properties=species:S:1:pos:R:3 method="wB97M-V/def2-TZVPD" smiles="C#C[N+](=O)[O-].C=O.O" gap_ev=9.8 spin_multiplicity=1 e_lumo_ev=-0.551 e_tot_ha=-472.779522 relative_energy_kj_mol=761.2
O 3.117 1.312 -1.174
O 3.222 -2.331 0.531
O -6.295 1.546 -0.119
O 2.691 1.290 0.997
N 2.574 0.939 -0.172
C -5.143 1.881 -0.066
C 1.571 -0.096 -0.344
C 0.744 -0.931 -0.258
H 2.629 -3.063 0.285
H -4.305 1.299 -0.615
H -4.804 2.818 0.403
H 3.907 -2.854 0.951
H 0.091 -1.810 -0.419

Entry 8:
13
Properties=species:S:1:pos:R:3 method="wB97M-V/def2-TZVPD" gap_ev="8.6 / 7.5" spin_multiplicity=3 e_lumo_ev="0.514 / -1.995" e_tot_ha=-472.726182 relative_energy_kj_mol=483.9
O 0.062 0.766 1.557
O -1.808 -0.809 -1.813
O 0.699 1.535 -3.571
O -2.096 -0.903 0.414
N -1.282 -0.738 -0.518
C 0.750 1.193 -2.443
C -0.017 -0.597 -0.430
C 0.690 -0.247 0.821
H 0.788 -1.166 1.427
H -0.845 0.473 1.727
H -2.735 -1.085 -1.721
H 1.261 1.665 -1.603
H 1.702 0.101 0.595

Entry 9:
14
Properties=species:S:1:pos:R:3 method="wB97M-V/def2-TZVPD" smiles="O=C1CN[C@@H]1S(=O)(=O)O" gap_ev=10.6 spin_multiplicity=1 e_lumo_ev=0.361 e_tot_ha=-871.120903 relative_energy_kj_mol=78.1
S -1.638 0.282 0.043
O 0.320 -2.490 0.047
O -1.426 1.863 -0.142
O -2.772 -0.205 -0.620
O -1.436 -0.015 1.393
N 0.973 0.764 -0.254
C 1.558 -0.320 0.578
C -0.095 -0.242 -0.803
C 0.587 -1.306 -0.007
H -1.116 2.070 0.696
H 2.457 -0.757 0.126
H 1.592 1.219 -0.948
H 1.473 -0.364 1.604
H -0.478 -0.499 -1.715

Entry 10:
11
Properties=species:S:1:pos:R:3 method="wB97M-V/def2-TZVPD" smiles="[O-]N1CC=PC1" gap_ev=5.7 spin_multiplicity=1 e_lumo_ev=4.447 total_charge=-1 e_tot_ha=-588.546932 relative_energy_kj_mol=0.0
P -1.956 -0.497 -0.105
O 1.615 -1.159 -0.737
N 0.900 -0.446 0.139
C -1.018 0.757 -0.673
C 0.462 0.841 -0.321
C -0.058 -1.061 0.892
H 1.065 1.125 -1.192
H -0.255 -0.582 1.854
H 0.592 1.606 0.463
H 0.066 -2.135 0.974
H -1.412 1.551 -1.294

Entry 11:
11
Properties=species:S:1:pos:R:3 method="wB97M-V/def2-TZVPD" smiles="C1=NSCOC1" gap_ev=9.6 spin_multiplicity=1 e_lumo_ev=0.860 e_tot_ha=-645.437702 relative_energy_kj_mol=194.2
S -2.048 0.155 -0.275
O 0.336 -1.078 -0.562
N -0.965 1.487 -0.175
C 1.083 0.061 -0.152
C 0.295 1.378 -0.111
C -0.869 -1.172 0.136
H -0.784 -1.098 1.186
H 0.957 2.246 0.033
H 1.898 0.203 -0.889
H 1.507 -0.120 0.905
H -1.410 -2.061 -0.098

Entry 12:
11
Properties=species:S:1:pos:R:3 method="wB97M-V/def2-TZVPD" gap_ev=9.6 spin_multiplicity=1 e_lumo_ev=0.449 e_tot_ha=-645.346740 relative_energy_kj_mol=433.0
S -1.523 -0.092 -0.608
O -0.456 1.288 -0.664
N -1.828 -0.471 0.846
C 1.118 -0.421 -0.142
C 0.716 1.044 0.165
C 0.287 -1.317 -0.685
H 2.220 -0.532 -0.318
H 1.505 1.785 -0.052
H -2.641 -0.020 1.108
H 0.109 -2.298 -0.888
H 0.492 1.033 1.239

Entry 13:
11
Properties=species:S:1:pos:R:3 method="wB97M-V/def2-TZVPD" smiles="CN(C=O)C=S" gap_ev=8.3 spin_multiplicity=1 e_lumo_ev=-0.090 e_tot_ha=-645.467237 relative_energy_kj_mol=116.7
S 0.407 -1.074 -2.629
O -1.713 -1.656 -0.611
N -0.050 -0.122 -0.081
C -1.226 -0.852 0.146
C 0.390 0.808 0.941
C 0.632 -0.171 -1.291
H 0.638 1.745 0.502
H 1.501 0.518 -1.301
H -0.285 0.982 1.795
H -1.635 -0.617 1.175
H 1.343 0.437 1.355

Entry 14:
12
Properties=species:S:1:pos:R:3 method="wB97M-V/def2-TZVPD" smiles="O=CCSNC=S" gap_ev=9.0 spin_multiplicity=1 e_lumo_ev=-0.043 e_tot_ha=-1043.560577 relative_energy_kj_mol=337.8
S -0.167 0.988 -1.215
S 0.615 -2.865 0.183
O -0.936 1.498 2.083
N -0.395 -0.543 -0.607
C 0.573 -1.470 -0.486
C -0.667 2.183 0.999
C 0.501 1.972 0.200
H 1.287 1.198 0.560
H -1.385 3.219 0.579
H -1.437 -0.926 -0.499
H 0.665 2.947 -0.172
H 1.510 -0.704 -0.655

Entry 15:
12
Properties=species:S:1:pos:R:3 method="wB97M-V/def2-TZVPD" smiles="O=C1[C@H](S)CN1S" gap_ev=9.9 spin_multiplicity=1 e_lumo_ev=0.539 e_tot_ha=-1043.629299 relative_energy_kj_mol=157.4
S -0.618 1.366 -1.996
S 0.444 -0.516 2.586
O 2.041 1.378 0.248
N 0.265 0.138 1.056
C 0.286 0.076 -1.028
C 1.139 0.672 0.084
C -0.489 -0.654 0.054
H -1.199 0.477 -2.912
H -0.294 -1.731 0.237
H -0.636 -0.060 3.252
H -1.632 -0.506 0.175
H 0.693 -0.641 -1.756

Entry 16:
12
Properties=species:S:1:pos:R:3 method="wB97M-V/def2-TZVPD" gap_ev=8.7 spin_multiplicity=1 e_lumo_ev=-0.078 e_tot_ha=-1043.533192 relative_energy_kj_mol=409.7
S -1.725 -1.328 -0.259
S -0.844 1.300 -0.420
O 2.252 -0.900 -0.309
N 0.018 -1.092 -0.054
C 0.336 0.221 0.071
C 1.827 0.438 0.046
C -2.207 0.348 0.181
H 2.240 1.304 -0.633
H 1.237 -1.499 -0.871
H -3.267 0.446 -0.250
H -2.117 0.461 1.325
H 2.251 0.300 1.173

Entry 17:
13
Properties=species:S:1:pos:R:3 method="wB97M-V/def2-TZVPD" smiles="NP1#P2C=PC1P=C2" gap_ev=7.3 spin_multiplicity=1 e_lumo_ev=-0.899 e_tot_ha=-1537.393983 relative_energy_kj_mol=120.9
P -0.626 0.027 -1.516
P -2.278 1.293 0.653
P 0.594 1.337 0.084
P -1.031 -1.468 1.025
N 1.991 0.399 0.245
C -1.209 -1.564 -0.642
C -0.716 0.332 1.261
C -2.065 0.922 -0.932
H 2.573 0.881 0.944
H -0.513 0.505 2.308
H 1.772 -0.536 0.604
H -2.917 1.247 -1.529
H -0.972 -2.537 -1.264

Entry 18:
10
Properties=species:S:1:pos:R:3 method="wB97M-V/def2-TZVPD" smiles="S=C[C@H]1CN1" gap_ev=8.4 spin_multiplicity=1 e_lumo_ev=-0.512 e_tot_ha=-570.157753 relative_energy_kj_mol=201.6
S -0.086 -1.653 -0.944
N -0.178 1.791 1.087
C -0.707 -0.413 -0.077
C 0.914 1.428 0.154
C 0.197 0.440 0.868
H -0.987 2.058 0.524
H 1.841 1.688 0.621
H 0.505 -0.130 1.767
H 0.651 1.670 -0.927
H -1.823 -0.099 -0.165

Entry 19:
10
Properties=species:S:1:pos:R:3 method="wB97M-V/def2-TZVPD" smiles="S=C1CNC1" gap_ev=8.5 spin_multiplicity=1 e_lumo_ev=-0.254 e_tot_ha=-570.184262 relative_energy_kj_mol=132.0
S -1.652 -0.226 -2.018
N 0.831 0.144 0.741
C 0.457 -0.987 -0.161
C -0.595 -0.091 -0.779
C -0.212 1.039 0.206
H 0.666 -0.029 1.724
H -0.963 1.248 0.991
H 1.280 -1.195 -0.817
H 0.125 1.964 -0.178
H 0.062 -1.867 0.290

Entry 20:
10
Properties=species:S:1:pos:R:3 method="wB97M-V/def2-TZVPD" smiles="C=CC(N)=S" gap_ev=8.2 spin_multiplicity=1 e_lumo_ev=-0.223 e_tot_ha=-570.133014 relative_energy_kj_mol=266.6
S 1.827 1.535 -0.713
N 0.910 -0.827 -0.894
C -1.387 -0.146 0.806
C -0.254 0.670 0.612
C 1.003 0.264 -0.155
H -0.141 1.941 0.993
H 1.487 -1.051 -1.794
H -1.304 -1.399 0.567
H 0.198 -1.459 -0.702
H -2.339 0.472 1.279